Molecular formula: F4N2NaO8S4
Method: DFT, ωB97M-V with the def2-TZVPD basis set

```
19
Properties=species:S:1:pos:R:3:lowdin_spin:R:1
Na 0.029 -0.605 -0.199 0.0031
N 1.394 0.210 -2.055 0.5471
S 1.748 1.711 -1.806 -0.0285
O 1.782 2.485 -3.022 0.2672
O 2.550 2.170 -0.682 0.1582
F 0.330 1.839 -1.181 -0.0014
S 3.147 -0.191 -2.162 -0.0131
O 3.668 -0.821 -0.917 0.0597
O 4.002 0.532 -3.096 0.0060
F 2.816 -1.503 -3.026 0.0007
N -1.441 -0.759 1.561 0.0006
S -2.983 -1.578 1.454 0.0000
O -4.175 -0.780 1.063 0.0000
O -3.165 -2.695 2.386 0.0001
F -2.557 -2.278 0.059 0.0000
S -1.914 0.233 2.655 0.0000
O -1.887 -0.225 4.042 0.0003
O -2.864 1.240 2.248 0.0001
F -0.480 1.016 2.677 0.0000
```

## Properties
- E: -77980.334 eV
- 2S+1: 2
- Maximum force: 8.24 eV/A
- Gap between HOMO and LUMO (spin up / spin down): 6.95 / 2.69 eV
- ΔE to the lowest compared entry with this formula, charge and spin: 0.2 kcal per mole